The following is a DFT calculation (wB97M-V/def2-TZVPD) of a cluster of 2 separate species, C4H8NO in total in a non-equilibrium geometry.

XYZ file:
```
14
Properties=species:S:1:pos:R:3:forces:R:3
C 2.344872 0.553951 0.396474 -1.533 -2.335 -0.412
C 2.063416 -0.732414 0.266848 -1.303 0.901 0.667
C 1.100537 0.254580 -0.313905 -0.586 -0.012 -4.108
C -1.432338 -0.411867 -0.169553 0.920 1.711 -1.812
N -0.281540 0.498790 0.344829 1.076 -1.424 -1.630
O -2.545800 0.155653 0.352095 -1.715 0.248 -0.109
H 2.824725 1.254438 1.000246 0.988 1.133 0.365
H 2.069412 -1.752862 0.714640 0.503 0.989 -0.877
H 0.824077 0.452862 -1.852575 0.909 -0.538 4.595
H -1.359278 -0.474606 -1.281950 -0.117 0.420 0.769
H -1.167043 -1.364641 0.192379 -0.182 -1.258 0.834
H -0.563470 1.459878 0.220091 -0.107 0.443 0.221
H -0.179980 0.239092 1.308615 -0.072 0.449 0.954
H -3.215318 0.535561 -0.276101 1.220 -0.728 0.544
```
Positions in Å, forces in eV/Å.

## Properties
Relative energy (zero: lowest compared OMol25 entry of this formula, charge and spin) in kcal/mol: 102.2
Molecular weight in g mol⁻¹: 86.114
Charge: +1
Frontier orbital gap in eV: 11.175
HOMO level in Eh: -0.5370
Electronic energy in Ha: -286.77968

Atomic partial charges in e from the Löwdin method, atoms 1 to 4:
1 C 0.040
2 C 0.058
3 C -0.260
4 C -0.203


The following is a DFT calculation (wB97M-V/def2-TZVPD) of a structure of composition C21H26N5O3S5Y in a non-equilibrium geometry.

XYZ file:
```
61
Properties=species:S:1:pos:R:3:forces:R:3
Y -0.713596 -1.266355 0.053156 -1.864 1.916 -2.712
C -4.393015 -1.443035 -0.282865 1.074 -0.467 -2.144
C -4.807315 -2.311799 0.690784 -0.804 -0.638 1.336
C -4.680037 -1.595006 1.921625 0.240 -0.609 -0.533
C -4.057370 -0.354156 1.670529 -0.695 -1.250 2.655
C -3.879412 -0.260422 0.325924 0.911 -0.206 -2.173
H -4.427075 -1.736599 -1.349846 0.112 0.617 0.511
H -5.187989 -3.349974 0.508768 0.258 1.226 0.378
H -5.021470 -1.963439 2.863526 0.060 -0.131 0.590
H -3.770411 0.303402 2.485225 -0.082 0.299 -0.404
H -3.567512 0.606252 -0.190348 0.279 0.972 -0.577
N 0.705814 1.751033 7.054747 -0.869 -0.941 0.062
C 0.607559 1.635244 5.690078 0.086 -0.102 -1.695
C 1.257942 2.604131 4.842366 0.089 0.688 0.895
C 1.289345 2.447818 3.475469 -2.057 -1.699 -0.323
C 0.440570 1.426106 2.901611 2.025 0.815 0.859
C -0.217127 0.491250 3.665341 0.670 0.047 0.149
C -0.065801 0.555664 5.043681 -0.330 1.217 0.200
S 0.583217 1.151199 1.221442 0.368 0.142 -1.020
O -0.813426 0.950950 0.707047 0.878 0.363 0.105
O 1.425622 2.198774 0.704544 -0.774 -0.574 -0.382
N 1.112810 -0.363007 0.881369 -0.038 1.221 0.422
C 2.376777 -0.738421 0.566107 1.487 -0.862 0.427
N 2.427851 -1.875501 -0.169937 0.140 0.575 -0.009
C 3.648837 -2.347997 -0.454163 -0.265 0.674 -0.468
C 4.820041 -1.783181 0.026012 -1.665 1.015 0.176
C 4.639537 -0.562919 0.703166 0.238 -0.558 -0.224
N 3.456151 -0.061476 0.998521 -0.816 0.000 -0.243
H 1.013239 2.652103 7.361032 -0.050 0.080 0.512
H 0.090222 1.182572 7.675248 0.877 1.009 -0.958
H 1.671073 3.557432 5.285148 -0.150 -1.391 -0.348
H 1.826278 3.027875 2.752268 0.240 0.593 0.231
H -0.703066 -0.313169 3.108206 -0.349 0.085 0.795
H -0.686629 -0.074926 5.626749 -0.155 -0.806 0.671
H 3.709927 -3.062092 -1.276365 -0.174 -0.460 0.592
H 5.730200 -2.203695 -0.285859 1.200 -0.148 -0.077
H 5.457688 0.088272 0.978767 0.333 -0.235 0.114
C 0.729642 2.569508 -4.625543 0.311 -0.963 1.813
C 1.861853 1.527356 -4.313837 -1.218 1.547 -0.948
S 1.630425 0.727538 -2.795512 -0.035 -2.430 1.723
C 1.436955 -1.044893 -3.375174 0.787 1.120 0.369
C 0.143979 -1.378639 -4.025120 -0.759 1.317 -0.886
S -1.210855 -1.286524 -2.814032 -0.006 -1.596 0.403
C -2.310413 0.030422 -3.233759 0.154 1.226 -1.178
C -1.593359 1.395373 -3.338752 0.796 -0.276 1.475
S -0.865257 1.803652 -4.989920 -0.728 -0.208 0.193
H 0.997435 3.104905 -5.511384 0.056 0.614 -0.442
H 0.606248 3.235410 -3.736359 0.175 -0.219 -0.909
H 2.802494 2.034251 -4.252785 0.659 0.355 -0.317
H 1.865727 0.784086 -5.082183 0.244 -0.335 -0.683
H 1.504171 -1.714347 -2.544219 0.425 -0.039 1.037
H 2.315886 -1.266101 -3.975775 -0.065 0.011 -0.392
H 0.212845 -2.362500 -4.458195 -0.319 -0.515 -0.001
H -0.116112 -0.663844 -4.824584 0.094 -0.377 0.231
H -3.090941 0.032646 -2.454213 0.416 -0.003 -0.156
H -2.800729 -0.163535 -4.189445 -0.122 -0.331 0.083
H -0.734088 1.358345 -2.598074 -1.212 0.463 -0.893
H -2.333942 2.117934 -3.007842 0.189 0.525 -0.294
O -0.417178 -3.615484 -0.401468 0.117 0.239 0.492
S -0.647034 -3.715968 1.089546 -1.239 0.451 0.867
N -1.287202 -2.472500 1.679555 0.854 -3.056 1.024
```
Positions in Å, forces in eV/Å.

## Properties
Relative energy (zero: lowest compared OMol25 entry of this formula, charge and spin) in kcal/mol: 57.0
Molecular weight in g mol⁻¹: 645.712
Frontier orbital gap in eV: 4.916
HOMO level in Eh: -0.2148
Electronic energy in Ha: -3344.54642

Atomic partial charges in e from the Löwdin method, atoms 1 to 4:
1 Y 1.269
2 C -0.240
3 C -0.197
4 C -0.178


The following is a DFT calculation (wB97M-V/def2-TZVPD) of a cluster of 2 separate species, C2H3NO3S in total in a non-equilibrium geometry.

XYZ file:
```
10
Properties=species:S:1:pos:R:3:forces:R:3
C -0.205321 -0.556845 1.810183 -0.444 0.003 3.285
C -0.307902 -0.304754 -0.664550 -0.601 1.114 -0.854
N -0.123270 -0.777798 0.461328 0.615 -0.002 1.889
O 1.182721 -3.311063 -1.156082 -0.712 0.290 0.180
O -1.058898 -3.424705 -0.085925 -0.200 -0.096 -0.504
O 0.669329 -0.630185 2.686612 -1.325 0.303 -2.852
S 0.350189 -3.205778 0.016497 0.941 -0.868 0.479
H -1.300980 -0.511059 2.203532 1.356 0.063 -1.059
H -0.318350 -1.082632 -1.404897 0.017 0.140 -1.157
H -0.524132 0.758278 -0.968572 0.353 -0.947 0.593
```
Positions in Å, forces in eV/Å.

## Properties
Relative energy (zero: lowest compared OMol25 entry of this formula, charge and spin) in kcal/mol: 44.2
Molecular weight in g mol⁻¹: 121.117
Frontier orbital gap in eV: 9.683
HOMO level in Eh: -0.3811
Electronic energy in Ha: -756.60574

Atomic partial charges in e from the Löwdin method, atoms 1 to 4:
1 C -0.331
2 C 0.019
3 N -0.049
4 O -0.417


- Number 1 is which compound?
  C4H8NO


Repeat the first record exactly.
The following is a DFT calculation (wB97M-V/def2-TZVPD) of a cluster of 2 separate species, C4H8NO in total in a non-equilibrium geometry.

XYZ file:
```
14
Properties=species:S:1:pos:R:3:forces:R:3
C 2.344872 0.553951 0.396474 -1.533 -2.335 -0.412
C 2.063416 -0.732414 0.266848 -1.303 0.901 0.667
C 1.100537 0.254580 -0.313905 -0.586 -0.012 -4.108
C -1.432338 -0.411867 -0.169553 0.920 1.711 -1.812
N -0.281540 0.498790 0.344829 1.076 -1.424 -1.630
O -2.545800 0.155653 0.352095 -1.715 0.248 -0.109
H 2.824725 1.254438 1.000246 0.988 1.133 0.365
H 2.069412 -1.752862 0.714640 0.503 0.989 -0.877
H 0.824077 0.452862 -1.852575 0.909 -0.538 4.595
H -1.359278 -0.474606 -1.281950 -0.117 0.420 0.769
H -1.167043 -1.364641 0.192379 -0.182 -1.258 0.834
H -0.563470 1.459878 0.220091 -0.107 0.443 0.221
H -0.179980 0.239092 1.308615 -0.072 0.449 0.954
H -3.215318 0.535561 -0.276101 1.220 -0.728 0.544
```
Positions in Å, forces in eV/Å.

## Properties
Relative energy (zero: lowest compared OMol25 entry of this formula, charge and spin) in kcal/mol: 102.2
Molecular weight in g mol⁻¹: 86.114
Charge: +1
Frontier orbital gap in eV: 11.175
HOMO level in Eh: -0.5370
Electronic energy in Ha: -286.77968

Atomic partial charges in e from the Löwdin method, atoms 1 to 4:
1 C 0.040
2 C 0.058
3 C -0.260
4 C -0.203


- Among the records above, which one has the lowest electronic energy?
  C21H26N5O3S5Y